No. 1
Below is a molecular structure, C24H41CrF3O3P2S, with properties calculated with wB97M-V/def2-TZVPD.

The geometry in XYZ format:
```
75
Properties=species:S:1:pos:R:3
Cr -1.1141 0.1423 0.0999
C 0.1680 0.8640 1.7052
C -1.1657 0.6247 2.1769
C -0.3158 -1.3802 1.3565
C 0.6919 -0.3673 1.1963
C -1.4889 -0.7644 1.9411
C 0.9846 2.0773 1.9748
H 0.4014 2.9933 1.8658
H 1.8279 2.1469 1.2843
H 1.3953 2.0762 2.9946
C 2.0783 -0.5801 0.7239
H 2.7313 0.2388 1.0352
H 2.1387 -0.6290 -0.3704
H 2.4783 -1.5270 1.0983
C -0.1289 -2.8074 1.0057
H 0.7201 -3.2191 1.5667
H 0.0961 -2.9409 -0.0655
H -1.0260 -3.3874 1.2474
C -2.7936 -1.4310 2.2174
H -2.8659 -1.7470 3.2630
H -2.9060 -2.3123 1.5771
H -3.6232 -0.7448 2.0092
C -2.0124 1.6253 2.8842
H -1.9727 1.4982 3.9755
H -3.0641 1.5453 2.5834
H -1.6806 2.6479 2.6671
C 0.3960 1.5692 -2.4412
C 0.2936 2.7316 -1.7617
C -0.9552 3.2598 -1.0782
C -2.2356 2.6151 -1.6523
C -2.6619 1.2804 -1.2328
C -2.9211 0.2456 -2.3372
C -1.5700 -0.1944 -2.9982
C -0.5301 0.8917 -3.4118
H -1.0203 4.3374 -1.2895
H -2.0187 2.6028 -2.7808
H -0.8998 3.2159 0.0226
H -0.9940 1.6621 -4.0707
H 1.3222 0.9946 -2.2877
H 1.2209 3.2648 -1.5079
H 0.1507 0.3276 -4.0688
H -1.1259 -0.9004 -2.2723
H -3.2922 -0.6766 -1.8237
H -1.7633 -0.7994 -3.9014
H -3.0669 3.3191 -1.4924
H -3.4195 1.2644 -0.4274
P -2.5695 3.0670 -4.4233
C -1.7537 3.2731 -6.0122
C -3.7073 4.4415 -4.1325
P -4.3087 0.6706 -3.3546
C -3.5599 1.5941 -4.7521
C -5.7294 1.5796 -2.7408
C -4.8987 -0.7561 -4.2855
H -1.4506 2.2977 -6.4087
H -0.8768 3.9190 -5.8884
H -2.4655 3.7352 -6.7091
H -4.2420 4.6766 -5.0640
H -3.1042 5.3140 -3.8344
H -4.4347 4.2275 -3.3350
H -5.4234 -0.3780 -5.1768
H -5.5916 -1.3325 -3.6639
H -4.0493 -1.3751 -4.5973
H -2.9083 0.8652 -5.2737
H -4.3504 1.8950 -5.4687
H -6.4075 0.8660 -2.2481
H -6.2730 2.0416 -3.5880
H -5.4674 2.3668 -2.0212
F 4.1220 -3.3862 -2.7252
C 2.8310 -3.5455 -2.3597
F 2.3683 -4.6887 -2.9181
F 2.7963 -3.6933 -1.0051
S 1.7525 -2.1013 -2.8486
O 2.4994 -0.9513 -2.3326
O 1.6654 -2.1723 -4.2966
O 0.5175 -2.3953 -2.1045
```

Results
2S+1: 4
Energy above the lowest of the compared OMol25 structures with the same formula, charge and spin (kcal/mol): 0.0
Frontier orbital gap (spin up / spin down) (eV): 5.813 / 6.760
Total charge: +1
Highest occupied orbital energy (spin up / spin down) (eV): -10.12 / -10.13

These are the Mulliken partial charges, in e, on atoms 1 to 5: 0.16, 0.88, 0.93, 0.88, 0.58


No. 2
Below is a molecular structure, C20H15Br2N6O2S4SbTi, with properties calculated with wB97M-V/def2-TZVPD.

The geometry in XYZ format:
```
51
Properties=species:S:1:pos:R:3
Ti -0.1003 -0.7404 -1.3639
N 4.8455 1.1300 3.3394
C 4.1629 1.4246 2.1594
C 3.2173 2.4533 2.1308
C 2.4974 2.7044 0.9794
C 2.7080 1.9290 -0.1555
C 3.6601 0.9209 -0.1466
C 4.3800 0.6678 1.0087
S 1.7502 2.2524 -1.5947
O 2.4524 1.6915 -2.7124
O 1.4500 3.6589 -1.5709
N 0.3989 1.3861 -1.3014
C -0.8520 1.7900 -1.6576
N -1.7315 0.8001 -1.3665
C -3.0038 0.9692 -1.6732
C -3.4508 2.1450 -2.2440
C -2.4735 3.0894 -2.5258
N -1.1843 2.9309 -2.2600
H 4.9408 1.8960 3.9857
H 5.7037 0.6175 3.2189
H 3.0517 3.0495 3.0213
H 1.7634 3.4986 0.9427
H 3.8257 0.3335 -1.0378
H 5.1110 -0.1324 1.0247
H -3.6659 0.1354 -1.4617
H -4.4903 2.3027 -2.4872
H -2.7325 4.0256 -3.0113
Br -1.0864 -0.8490 5.4097
C -0.8138 -0.8040 3.5320
C 0.2739 -0.0809 3.0140
C 0.4264 -0.0934 1.6490
N -0.3962 -0.7297 0.8069
C -1.4381 -1.4525 1.3209
C -1.6608 -1.4903 2.7184
C -2.1947 -2.1657 0.3617
C -3.4037 -2.8445 0.6475
C -4.0138 -3.5467 -0.3412
Br -5.6411 -4.4554 0.0129
C -3.4644 -3.6049 -1.6366
C -2.3290 -2.8698 -1.8671
N -1.7053 -2.1248 -0.9340
H 0.9698 0.4477 3.6464
H 1.2574 0.4312 1.1986
H -2.4691 -2.0724 3.1351
H -3.8329 -2.8029 1.6379
H -3.9188 -4.1880 -2.4217
H -1.8842 -2.8599 -2.8520
S 1.6095 -4.1328 -4.0907
Sb 1.9627 -1.9689 -3.5788
S -0.3013 -0.8785 -3.6021
S 1.8197 -1.7938 -1.0076
```

Results
2S+1: 2
Energy above the lowest of the compared OMol25 structures with the same formula, charge and spin (kcal/mol): 8.8
Frontier orbital gap (spin up / spin down) (eV): 5.542 / 6.424
Total charge: -1
Highest occupied orbital energy (spin up / spin down) (eV): -3.34 / -4.65

These are the Mulliken partial charges, in e, on atoms 1 to 5: 0.59, -0.59, 1.06, -0.70, -0.31


No. 3
Below is 8 unconnected molecules or ions with the total composition C48H108F4N8O8S4, with properties calculated with wB97M-V/def2-TZVPD.

The geometry in XYZ format:
```
180
Properties=species:S:1:pos:R:3
C -0.5365 -7.1049 -5.2225
C -0.6296 -5.8957 -4.1854
C 0.7558 -5.5138 -3.5999
N 0.7090 -4.5542 -2.4010
C -0.0597 -3.2233 -2.6466
C 0.0087 -5.1831 -1.2225
C 0.7702 -4.5090 0.0188
C 2.0667 -3.9880 -0.4548
C 2.1464 -4.2490 -1.9335
H -0.2389 -7.9988 -4.6744
H 0.2570 -6.8426 -5.9223
H -1.5035 -7.3267 -5.6740
H -1.2396 -6.3062 -3.3808
H -1.0958 -5.0367 -4.6680
H 1.2983 -4.8844 -4.3053
H 1.3286 -6.4003 -3.3277
H -1.1186 -3.4745 -2.7064
H 0.2872 -2.8320 -3.6030
H 0.2507 -2.5401 -1.8561
H -1.0639 -4.9968 -1.2756
H 0.2070 -6.2533 -1.1633
H 0.0754 -3.7950 0.4610
H 0.9078 -5.3019 0.7540
H 2.1684 -2.9389 -0.1770
H 3.0154 -4.4057 -0.1176
H 2.4699 -3.3549 -2.4664
H 2.7935 -5.0951 -2.1644
C 6.0257 2.1869 -5.7979
C 6.1649 1.1736 -4.5973
C 5.1485 1.3765 -3.4419
N 5.3599 0.5715 -2.1657
C 5.5688 -0.9150 -2.2611
C 4.2339 0.9658 -1.1546
C 4.8442 1.2046 0.1928
C 6.3307 0.8311 0.0287
C 6.5698 1.1850 -1.4322
H 5.0069 2.3936 -6.1256
H 6.6082 1.8886 -6.6696
H 6.3569 3.1599 -5.4349
H 7.1455 1.3046 -4.1398
H 6.1827 0.1264 -4.8993
H 4.1285 1.1516 -3.7536
H 5.1127 2.4482 -3.2460
H 5.6649 -1.3343 -1.2595
H 6.4243 -0.9893 -2.9325
H 4.6272 -1.2408 -2.7031
H 3.4889 0.1725 -1.0932
H 3.7145 1.8674 -1.4792
H 4.3728 0.6016 0.9688
H 4.7178 2.2548 0.4561
H 6.5260 -0.1986 0.3282
H 7.0037 1.3596 0.7039
H 7.4652 0.7515 -1.8776
H 6.4626 2.2678 -1.4973
C -4.9699 2.8366 1.2199
C -3.8285 2.1991 2.0703
C -4.2333 2.0008 3.5531
N -3.0787 1.4705 4.4079
C -1.8814 2.4464 4.4663
C -2.6803 0.0377 3.8628
C -2.2353 -0.8029 5.0752
C -2.4642 0.0553 6.3743
C -3.4028 1.1662 5.9020
H -5.8837 2.2609 1.3675
H -4.7972 2.8472 0.1437
H -5.1744 3.8269 1.6269
H -2.8835 2.7279 1.9465
H -3.5575 1.2373 1.6348
H -5.1051 1.3716 3.7331
H -4.4682 2.9664 4.0009
H -1.5132 2.6078 3.4531
H -1.0253 2.0346 5.0006
H -2.3058 3.3268 4.9489
H -1.9920 0.2740 3.0514
H -3.6545 -0.2891 3.4990
H -1.2350 -1.2312 5.0111
H -2.8893 -1.6705 5.1632
H -1.5388 0.5310 6.6991
H -2.9251 -0.5789 7.1316
H -3.4723 2.0477 6.5394
H -4.4161 0.7663 5.9411
C 1.7886 7.8123 -1.7965
C 1.7014 6.3002 -1.7855
C 0.2694 5.7256 -2.3558
N 0.4604 4.2050 -2.7034
C 0.5916 3.4112 -1.3712
C -0.7520 3.6504 -3.4593
C -0.1686 2.3704 -4.2220
C 1.3200 2.6126 -4.3309
C 1.6700 3.9103 -3.6603
H 1.4212 8.1085 -2.7790
H 2.8412 8.0925 -1.7580
H 1.2692 8.3169 -0.9818
H 1.8012 5.8820 -0.7839
H 2.4587 6.0519 -2.5291
H 0.1168 6.3114 -3.2622
H -0.6093 5.7769 -1.7127
H -0.2852 3.6222 -0.7589
H 1.3672 3.6991 -0.6615
H 0.7101 2.3716 -1.6763
H -1.5068 3.3365 -2.7383
H -1.0975 4.5025 -4.0445
H -0.3519 1.4388 -3.6866
H -0.7367 2.3798 -5.1522
H 1.9202 1.8618 -3.8171
H 1.5821 2.6401 -5.3886
H 2.5987 3.9307 -3.0901
H 1.6984 4.6923 -4.4191
C 1.2940 -3.3458 4.6405
C 2.4219 -3.9866 5.3785
C 1.9569 -5.2490 6.1759
N 3.1770 -6.1895 6.6615
C 4.0933 -5.4295 7.6133
C 4.0345 -6.6623 5.4734
C 3.8711 -8.1314 5.3729
C 3.5826 -8.6335 6.8163
C 2.6065 -7.5091 7.3430
H 0.5522 -3.0091 5.3647
H 0.8203 -4.0622 3.9692
H 1.5667 -2.4379 4.1025
H 2.7989 -3.2923 6.1294
H 3.1962 -4.1184 4.6227
H 1.4723 -5.9203 5.4670
H 1.3961 -5.0530 7.0898
H 4.5308 -4.6116 7.0409
H 4.7827 -6.1307 8.0835
H 3.5790 -4.8939 8.4112
H 5.1035 -6.5283 5.6391
H 3.8065 -6.1033 4.5658
H 4.6390 -8.5899 4.7498
H 2.9713 -8.3019 4.7818
H 4.5579 -8.6221 7.3027
H 3.1610 -9.6386 6.8085
H 2.5667 -7.4420 8.4302
H 1.6025 -7.5520 6.9208
C -4.8810 0.2358 -1.9318
C -6.1469 0.8835 -2.5211
C -5.9390 1.8826 -3.6898
N -7.2747 2.4641 -4.1785
C -8.1941 1.4650 -4.9418
C -8.0390 3.1848 -3.0234
C -8.5275 4.6255 -3.5786
C -8.1084 4.6980 -5.0717
C -6.9697 3.6655 -5.0845
H -4.1182 0.9737 -1.6830
H -4.3147 -0.4247 -2.5883
H -5.0168 -0.3206 -1.0044
H -6.6897 1.3199 -1.6826
H -6.7949 0.0774 -2.8650
H -5.4195 1.3777 -4.5043
H -5.3195 2.7080 -3.3391
H -7.6466 1.0676 -5.7964
H -9.0099 2.1071 -5.2737
H -8.6526 0.7681 -4.2402
H -8.8631 2.6127 -2.5971
H -7.3923 3.4091 -2.1751
H -9.6174 4.6142 -3.5791
H -8.0941 5.5325 -3.1571
H -8.8935 4.3674 -5.7517
H -7.8191 5.7236 -5.3009
H -6.8843 3.2679 -6.0958
H -6.0859 4.1738 -4.6990
N 0.2319 -0.4937 -0.5643
S -1.3321 0.0731 -0.5919
O -1.5273 1.4565 -1.0715
O -2.2960 -0.4889 0.3140
F -1.6233 -0.7602 -1.8870
S 0.4778 -0.3757 0.8987
O 0.3033 -1.5656 1.6087
O 0.2216 0.8743 1.6426
F 2.0492 -0.4327 0.6981
N 1.0294 5.8262 3.7305
S 1.8209 4.9992 4.9996
O 3.2649 4.7452 4.9178
O 1.0654 3.9750 5.7010
F 1.7794 6.2346 6.0843
S 1.3900 4.8484 2.6881
O 0.9198 3.4928 2.8316
O 2.7105 5.0730 2.0594
F 0.3334 5.4616 1.6386
```

Results
2S+1: 2
Frontier orbital gap (spin up / spin down) (eV): 2.194 / 8.036
Total charge: +3
Highest occupied orbital energy (spin up / spin down) (eV): -7.18 / -13.07

These are the Mulliken partial charges, in e, on atoms 1 to 5: -1.35, -0.25, -1.09, 1.83, -1.04


- The highest total charge belongs to which entry?
  C48H108F4N8O8S4